The molecule C2H4N4O2 at a distorted geometry, computed with ωB97M-V/def2-TZVPD.

Properties
- Molecular weight: 116.1 g/mol
- Total energy: -447.904852 Ha
- SMILES: [H]/N=c1/c(O)n[nH]n1O
- Strongest force on any atom: 0.138 hartree/bohr
- Total charge: 0
- HOMO level: -8.801 eV

Geometry (Å):
C (-1.06, -0.43, -0.09)
C (-0.16, 0.77, 0.03)
H (-2.78, -1.12, -0.36)
H (1.17, -1.42, 1.21)
H (2.04, 0.07, -1.33)
H (-0.13, 2.54, 0.78)
N (-0.30, -1.55, -0.09)
N (0.98, -1.22, 0.17)
N (1.09, 0.12, 0.29)
N (-0.83, 1.95, 0.04)
O (-2.30, -0.19, -0.23)
O (2.28, 0.48, -0.42)


A structure of composition C19H9Br4F2IMnN2O6 at a distorted geometry, computed with ωB97M-V/def2-TZVPD.

Properties
- Molecular weight: 900.7 g/mol
- ⟨S²⟩: 3.911
- Total energy: -13234.793654 Ha
- Strongest force on any atom: 0.052 hartree/bohr
- Total charge: 0
- Spin multiplicity: 4
- HOMO level (spin up / spin down): -7.733 / -7.840 eV

Geometry (Å):
Mn (0.54, 0.84, 0.15)
Br (6.42, 0.64, 3.68)
C (4.60, 0.67, 3.19)
C (3.61, 0.67, 4.18)
Br (4.10, 0.64, 5.99)
C (2.26, 0.69, 3.83)
Br (0.90, 0.66, 5.13)
C (1.90, 0.73, 2.48)
O (0.70, 0.79, 2.00)
C (2.92, 0.72, 1.47)
O (2.45, 0.76, 0.26)
C (4.26, 0.68, 1.84)
Br (5.56, 0.63, 0.48)
O (0.56, 0.78, -1.75)
C (-0.38, 0.73, -2.56)
C (-1.77, 0.72, -2.22)
C (-2.74, 0.68, -3.22)
C (-4.08, 0.67, -2.89)
C (-4.48, 0.66, -1.54)
C (-3.55, 0.70, -0.54)
C (-2.16, 0.75, -0.84)
O (-1.30, 0.80, 0.11)
N (-5.07, 0.66, -3.94)
O (-6.23, 0.66, -3.61)
O (-4.66, 0.65, -5.08)
H (-0.13, 0.69, -3.63)
H (-2.45, 0.66, -4.26)
H (-5.54, 0.64, -1.32)
H (-3.84, 0.70, 0.50)
F (0.23, 3.31, 1.26)
C (0.62, 2.82, 0.06)
F (-0.36, 3.21, -0.82)
H (1.54, 3.36, -0.24)
I (-1.52, -1.29, 2.39)
C (-0.24, -2.22, 1.00)
C (-0.18, -3.60, 0.99)
C (0.63, -4.22, 0.05)
C (1.38, -3.42, -0.81)
C (1.26, -2.05, -0.71)
N (0.46, -1.45, 0.18)
H (-0.76, -4.18, 1.69)
H (0.69, -5.29, 0.01)
H (2.03, -3.86, -1.55)
H (1.84, -1.39, -1.34)


A structure of composition C30H47Cl2FeN2PSe at a distorted geometry, computed with ωB97M-V/def2-TZVPD.

Properties
- Molecular weight: 672.4 g/mol
- ⟨S²⟩: 8.809
- Total energy: -6207.816705 Ha
- Strongest force on any atom: 0.040 hartree/bohr
- Total charge: -1
- Spin multiplicity: 6
- HOMO level (spin up / spin down): -2.941 / -4.281 eV

Geometry (Å):
P (0.16, -0.90, -1.30)
C (1.72, -0.30, -2.24)
C (1.96, -0.68, -3.71)
C (3.36, -0.24, -4.16)
C (3.65, 1.24, -3.89)
C (3.27, 1.68, -2.47)
C (1.87, 1.22, -2.07)
C (-1.25, -0.01, -2.22)
C (-1.13, 0.14, -3.74)
C (-2.45, 0.68, -4.32)
C (-2.89, 1.99, -3.65)
C (-2.85, 1.94, -2.12)
C (-1.54, 1.35, -1.58)
C (-0.01, -2.59, -2.14)
C (1.19, -3.47, -1.76)
C (1.10, -4.87, -2.40)
C (-0.24, -5.56, -2.14)
C (-1.45, -4.66, -2.43)
C (-1.35, -3.27, -1.80)
H (2.50, -0.79, -1.63)
H (1.22, -0.19, -4.35)
H (1.85, -1.76, -3.87)
H (3.47, -0.45, -5.23)
H (4.11, -0.85, -3.64)
H (4.71, 1.44, -4.07)
H (3.09, 1.85, -4.61)
H (4.00, 1.27, -1.75)
H (3.33, 2.78, -2.39)
H (1.68, 1.49, -1.02)
H (1.13, 1.73, -2.69)
H (-2.11, -0.67, -2.01)
H (-3.23, -0.08, -4.18)
H (-0.88, -0.81, -4.23)
H (-0.33, 0.86, -3.96)
H (-2.33, 0.83, -5.40)
H (-3.90, 2.23, -3.99)
H (-2.24, 2.80, -4.00)
H (-2.99, 2.94, -1.71)
H (-3.68, 1.32, -1.76)
H (-1.61, 1.23, -0.49)
H (-0.71, 2.04, -1.78)
H (0.01, -2.42, -3.23)
H (2.14, -3.00, -2.07)
H (1.23, -3.57, -0.67)
H (1.24, -4.77, -3.49)
H (1.92, -5.49, -2.03)
H (-0.27, -5.87, -1.09)
H (-0.30, -6.47, -2.74)
H (-2.37, -5.15, -2.08)
H (-1.54, -4.55, -3.52)
H (-2.19, -2.66, -2.16)
H (-1.45, -3.33, -0.71)
Fe (-0.09, -0.18, 2.08)
Cl (-1.93, -0.93, 1.20)
Cl (1.93, -0.04, 1.26)
C (-0.43, 1.36, 3.20)
H (-0.88, 1.21, 4.20)
C (-0.36, 2.74, 2.90)
C (-1.03, 3.70, 3.75)
C (-1.20, 5.01, 3.33)
C (-0.68, 5.44, 2.10)
C (0.09, 4.56, 1.32)
C (0.30, 3.25, 1.72)
H (-1.45, 3.36, 4.70)
H (-1.74, 5.72, 3.95)
H (0.53, 4.91, 0.38)
H (0.94, 2.57, 1.16)
H (-0.85, 6.46, 1.75)
C (2.21, 0.44, 5.91)
N (0.89, 0.12, 6.43)
C (0.39, 0.58, 7.63)
C (-0.87, 0.09, 7.75)
N (-1.13, -0.66, 6.61)
C (-2.36, -1.38, 6.36)
C (-0.04, -0.63, 5.77)
Se (0.19, -1.53, 4.16)
H (2.57, -0.40, 5.31)
H (2.87, 0.61, 6.76)
H (2.18, 1.34, 5.28)
H (0.98, 1.18, 8.30)
H (-1.60, 0.18, 8.54)
H (-2.62, -1.96, 7.26)
H (-3.18, -0.68, 6.16)
H (-2.22, -2.05, 5.51)